Computed, not measured: 6 unconnected molecules or ions with the total composition C39H34F40I2O7 at a distorted geometry, with ωB97M-V/def2-TZVPD.

The geometry in XYZ format:
```
122
C39H34F40I2O7 | OMol25 | ωB97M-V/def2-TZVPD
C 1.99256 -4.43564 2.18090
C 2.51757 -4.37422 1.11806
C 3.13099 -4.35427 -0.21282
C 2.38243 -3.33394 -1.08303
C 2.72329 -1.86876 -0.67575
C 1.60032 -1.22452 0.06525
C 1.73754 -0.55242 1.21973
C 0.52764 0.01246 1.85041
O 0.50872 1.06692 2.45023
C -0.70169 -0.80208 1.65652
C -0.87607 -1.46958 0.50310
C -2.09553 -2.34927 0.31717
I -2.18443 -3.38839 -1.55723
C -3.41984 -1.61613 0.60491
C -4.61498 -2.56293 0.51304
I -3.63245 0.09169 -0.64913
C 0.21865 -1.30182 -0.50908
O 0.03807 -1.16646 -1.69095
H 1.45926 -4.49209 3.10202
H 4.19302 -4.12936 -0.15457
H 2.96904 -5.34387 -0.64079
H 2.61428 -3.46238 -2.13635
H 1.32120 -3.53842 -0.95905
H 3.57682 -1.90420 -0.00264
H 2.97735 -1.31793 -1.57722
H 2.69416 -0.39545 1.69917
H -1.40830 -0.84058 2.47403
H -2.02934 -3.12798 1.07159
H -3.35226 -1.31295 1.64611
H -4.26036 -3.56475 0.74905
H -5.35647 -2.31200 1.26453
H -5.04699 -2.61950 -0.47933
F 2.85374 5.83146 -1.10310
C 2.01047 6.85549 -0.87398
F 2.69058 7.79766 -0.17240
C 0.79665 6.42340 -0.04921
F 1.18657 6.06713 1.19228
F 0.03643 7.55075 0.06998
C -0.12916 5.34899 -0.63856
O 0.04453 4.01422 -0.20823
C 0.94265 3.16873 -0.80505
F 1.43766 3.68658 -1.94675
F 0.27173 2.04482 -1.13516
C 2.04966 2.73575 0.15753
F 2.70566 3.80424 0.66173
F 2.95073 1.97831 -0.51870
H 1.70035 7.28551 -1.82977
H -1.11852 5.61112 -0.26726
H -0.18226 5.42001 -1.72557
H 1.62889 2.15771 0.98059
F 6.51519 9.51054 1.96707
C 5.18730 9.47967 2.20025
F 4.80333 10.72266 2.57590
C 4.82680 8.49398 3.31280
F 5.33284 8.91650 4.49220
F 3.46831 8.55180 3.40917
C 5.16904 7.01200 3.09647
O 6.35596 6.50718 3.68426
C 7.56823 6.58141 3.05577
F 7.45444 6.96538 1.77229
F 8.09194 5.33470 3.05356
C 8.56106 7.45901 3.82559
F 8.07076 8.69908 4.00544
F 9.70579 7.55094 3.11127
H 4.66494 9.21692 1.27614
H 4.37839 6.47308 3.61548
H 5.08832 6.73162 2.04583
H 8.77460 7.01303 4.79898
F -2.72185 -6.65803 3.71657
C -3.36445 -5.68217 3.05284
F -2.46993 -5.10453 2.20725
C -3.90529 -4.62222 4.01810
F -2.88225 -3.97605 4.61711
F -4.55373 -3.70414 3.24042
C -4.93141 -5.07247 5.06986
O -4.46899 -5.35119 6.37691
C -3.99019 -6.58478 6.73514
F -4.22376 -7.51106 5.78854
F -4.66387 -6.96516 7.84047
C -2.51017 -6.53191 7.13039
F -1.76347 -6.02510 6.12984
F -2.08484 -7.78696 7.38858
H -4.16905 -6.12175 2.45713
H -5.57497 -4.20517 5.20794
H -5.57085 -5.86922 4.68848
H -2.38424 -5.91254 8.02053
F -9.31829 2.52643 -4.01455
C -9.98505 3.35678 -3.19043
F -9.95547 4.59678 -3.73127
C -9.34065 3.41391 -1.80323
F -8.11906 3.98030 -1.88007
F -10.13618 4.25628 -1.08052
C -9.26461 2.11253 -0.99024
O -8.05014 1.38732 -0.99993
C -7.76362 0.46121 -1.96774
F -8.83810 0.17761 -2.72838
F -7.41751 -0.68071 -1.33207
C -6.55454 0.87005 -2.81301
F -6.75424 2.07466 -3.38774
F -6.37809 -0.04165 -3.79514
H -11.02665 3.03211 -3.11572
H -9.36027 2.43543 0.04509
H -10.12077 1.46710 -1.18928
H -5.65750 0.90902 -2.18587
F 3.12617 -6.10585 -5.65623
C 3.86551 -6.02313 -4.53481
F 3.03691 -5.70951 -3.50983
C 4.93625 -4.93454 -4.63289
F 4.35491 -3.71854 -4.69865
F 5.60945 -4.99824 -3.44561
C 6.00386 -5.06663 -5.72920
O 5.82536 -4.33216 -6.92486
C 5.09368 -4.82015 -7.97542
F 4.78314 -6.11914 -7.81442
F 5.87112 -4.72962 -9.07553
C 3.85077 -3.96811 -8.25427
F 3.07276 -3.88286 -7.15930
F 3.13824 -4.55208 -9.24256
H 4.31756 -6.99828 -4.33419
H 6.89818 -4.62716 -5.29056
H 6.24384 -6.11126 -5.92954
H 4.14856 -2.96408 -8.56280
```

Values from the calculation:
- HOMO level: -9.1968 eV
- HOMO-LUMO gap: 8.16 eV
- SMILES: C#CCCCC1=CC(=O)C=C([C@H](I)[C@H](C)I)C1=O.FC(F)C(F)(F)COC(F)(F)C(F)F.FC(F)C(F)(F)COC(F)(F)C(F)F.FC(F)C(F)(F)COC(F)(F)C(F)F.FC(F)C(F)(F)COC(F)(F)C(F)F.FC(F)C(F)(F)COC(F)(F)C(F)F
- Largest force on an atom: 1.5 eV/Å



Computed, not measured: a molecular structure, C39H34MnN6P2S2Se at a distorted geometry, with ωB97M-V/def2-TZVPD.

The geometry in XYZ format:
```
85
C39H34MnN6P2S2Se | OMol25 | ωB97M-V/def2-TZVPD
Mn -0.69096 1.77446 0.07408
S -0.99940 3.84269 -3.06750
P -0.66670 1.99934 -2.30779
C 0.33533 -0.23940 0.18042
P 1.31598 -0.75617 1.56687
S 1.29137 0.54283 3.05171
C 1.03535 -2.41735 2.27398
C -0.00467 -2.57000 3.18988
C -0.25685 -3.79641 3.77533
C 0.54829 -4.88776 3.47198
C 1.61154 -4.73415 2.59857
C 1.85811 -3.50413 2.00400
C 2.90705 -0.86767 0.69896
C 3.99140 -0.11876 1.13330
C 5.18482 -0.14677 0.42438
C 5.29507 -0.92260 -0.71686
C 4.21101 -1.67211 -1.15610
C 3.01945 -1.64027 -0.45619
C 0.98893 1.47520 -2.93273
C 1.26781 0.24077 -3.51148
C 2.56308 -0.09874 -3.87440
C 3.60620 0.78724 -3.65987
C 3.34075 2.02956 -3.09944
C 2.04446 2.36983 -2.75187
C -1.79554 0.89727 -3.25200
C -2.83045 0.21308 -2.62580
C -3.71601 -0.56312 -3.36092
C -3.57548 -0.65909 -4.73609
C -2.55820 0.03953 -5.37571
C -1.68371 0.81851 -4.64057
H -0.58977 -1.70451 3.47848
H -1.07271 -3.89979 4.47857
H 0.35880 -5.84739 3.93354
H 2.26002 -5.57190 2.37968
H 2.69684 -3.40138 1.32959
H 3.89309 0.47804 2.03177
H 6.02753 0.43942 0.76640
H 6.22385 -0.94109 -1.27171
H 4.29250 -2.26983 -2.05377
H 2.17270 -2.21485 -0.81108
H 0.46814 -0.46034 -3.71425
H 2.75313 -1.05985 -4.33547
H 4.61655 0.52024 -3.94126
H 4.14295 2.74127 -2.95149
H 1.82774 3.36498 -2.37569
H -2.95349 0.29785 -1.55137
H -4.51599 -1.08985 -2.85711
H -4.26198 -1.26532 -5.31178
H -2.45621 -0.01543 -6.45210
H -0.90999 1.38694 -5.14181
Se -4.70793 -3.53596 3.92936
N -4.41088 -1.80464 4.23270
C -3.62953 -1.36991 3.27916
C -3.13717 -0.00284 3.20091
C -3.34297 0.96171 4.18180
C -2.76100 2.20427 4.01771
C -2.01131 2.45924 2.87360
N -1.81971 1.56871 1.90869
C -2.36116 0.33894 2.08908
C -2.00140 -0.65764 1.11751
N -1.16336 -0.15664 0.11509
C -0.46363 -1.08481 -0.76687
C -0.81611 -2.51685 -0.57771
C -1.73409 -2.92819 0.30392
C -2.35064 -1.96846 1.20463
C -3.23252 -2.34815 2.28430
N -3.69945 -3.56044 2.46025
H -3.93435 0.71867 5.05338
H -2.86670 2.97613 4.76589
H -1.53430 3.42179 2.74164
H -0.44968 -0.77469 -1.80537
H -0.33988 -3.22829 -1.24138
H -2.00189 -3.96945 0.40766
N -1.32393 3.88900 0.04533
C -0.15801 4.78482 0.14472
C 0.88239 4.17104 1.06624
N 1.12941 2.80262 0.61213
H -1.73680 4.02333 -0.88753
H -2.02585 4.12350 0.73885
H -0.43375 5.79188 0.46978
H 0.24773 4.86378 -0.86659
H 0.50841 4.11079 2.09182
H 1.78655 4.78681 1.08761
H 1.51829 2.22057 1.35584
H 1.76350 2.76636 -0.18137
```

Values from the calculation:
- HOMO level (alpha / beta): -7.0103 / -7.0170 eV
- 2S+1: 2
- HOMO-LUMO gap (alpha / beta): 5.81 / 5.81 eV
- Largest force on an atom: 1.1 eV/Å



Computed, not measured: a molecular structure, C39H34NO4P2RhSi, with ωB97M-V/def2-TZVPD.

The geometry in XYZ format:
```
82
C39H34NO4P2RhSi | OMol25 | ωB97M-V/def2-TZVPD
Rh -1.42931 0.71339 0.34506
C -3.12462 0.99507 -2.93750
Si -1.87804 0.13658 -1.84694
C -0.24902 0.25030 -2.77773
C -0.14103 -0.36813 -4.02824
C 1.00187 -0.23862 -4.80136
C 2.04549 0.55392 -4.33695
C 1.95372 1.17759 -3.10272
C 0.81780 1.00604 -2.29479
P 0.64920 1.69643 -0.55990
C 0.76254 2.14678 1.62246
C -0.08633 3.23010 2.22624
C -0.05125 3.34464 3.75580
C 1.18538 2.82351 4.41291
C 2.01315 2.03204 3.74135
C 1.75346 1.63282 2.34153
C 2.13802 2.78019 -0.60048
C 2.01454 4.16479 -0.68295
C 3.13635 4.98644 -0.62363
C 4.39795 4.42969 -0.47930
C 4.53298 3.04681 -0.41165
C 3.41480 2.22876 -0.47418
C -2.33953 -1.69129 -1.81589
C -3.17453 -2.30783 -2.75139
C -3.49754 -3.65572 -2.64818
C -2.98736 -4.41394 -1.60210
C -2.15237 -3.82413 -0.66291
C -1.83525 -2.47385 -0.77001
P -0.74302 -1.61082 0.40965
C -0.86500 -2.61536 1.92940
C 0.08387 -3.55554 2.32467
C -0.09669 -4.28997 3.49095
C -1.22986 -4.09750 4.26680
C -2.18799 -3.17202 3.87184
C -2.00652 -2.43118 2.71346
C 0.93474 -1.95043 -0.22687
C 2.02818 -1.56373 0.55107
C 3.32287 -1.67511 0.06737
C 3.54045 -2.15323 -1.22039
C 2.46163 -2.53370 -2.00385
C 1.16562 -2.44110 -1.50795
H -3.01083 0.64920 -3.97015
H -2.96076 2.07625 -2.92685
H -4.15293 0.79825 -2.61614
H -0.96596 -0.97214 -4.39980
H 1.07564 -0.73750 -5.76040
H 2.93511 0.69376 -4.93958
H 2.77632 1.80073 -2.78305
H 0.11230 4.19252 1.75544
H -0.27832 4.36206 4.06463
H 1.34828 3.07486 5.45273
H 2.89516 1.63543 4.23233
H 2.44106 0.92669 1.88978
H 1.03288 4.61048 -0.80679
H 3.02200 6.06112 -0.69322
H 5.27218 5.06646 -0.42917
H 5.51642 2.60316 -0.31388
H 3.53071 1.15025 -0.43482
H -3.59387 -1.72605 -3.56689
H -4.15585 -4.11319 -3.37744
H -3.24606 -5.46184 -1.51277
H -1.76463 -4.41358 0.16072
H 0.96053 -3.73339 1.71695
H 0.64774 -5.01936 3.78571
H -1.36987 -4.67261 5.17358
H -3.07953 -3.02321 4.46818
H -2.76117 -1.71805 2.40120
H 1.85616 -1.18544 1.55158
H 4.16119 -1.38385 0.68999
H 4.54824 -2.22966 -1.60898
H 2.62327 -2.90059 -3.01004
H 0.33097 -2.73488 -2.13254
O -1.21531 2.51877 4.17652
N -1.75401 2.02409 3.00468
O -1.49004 0.85654 2.69450
O -1.51565 2.97533 2.01931
C -4.25096 1.72613 0.48288
C -3.44286 0.42828 0.44221
O -3.99634 -0.61879 0.67271
H -5.25792 1.53357 0.10821
H -3.77178 2.51912 -0.08922
H -4.33086 2.04839 1.52517
```

Values from the calculation:
- HOMO level (alpha / beta): -6.1896 / -7.8229 eV
- 2S+1: 5
- HOMO-LUMO gap (alpha / beta): 6.37 / 6.41 eV
- Largest force on an atom: 0.8 eV/Å



Computed, not measured: a molecular structure, C39H35As2N2OPt, with ωB97M-V/def2-TZVPD.

The geometry in XYZ format:
```
80
C39H35As2N2OPt | OMol25 | ωB97M-V/def2-TZVPD
Pt 0.27189 -0.47224 0.57824
C -1.86588 1.87212 1.71016
C -0.46943 1.84352 2.32557
As 2.23087 0.98475 2.39078
C 3.70936 2.04504 1.66222
C 3.56307 3.42832 1.56246
C 4.61165 4.22936 1.13647
C 5.83796 3.66184 0.81793
C 6.00522 2.29012 0.93822
C 4.95019 1.48970 1.35777
C 2.64499 -0.76262 1.56708
C 2.45169 -1.90096 2.36042
C 2.69610 -3.16832 1.85781
C 3.16189 -3.32571 0.55881
C 3.40219 -2.20840 -0.22593
C 3.14575 -0.93676 0.27036
As -2.19245 0.15757 0.79670
C -4.18209 0.17624 0.96977
C -4.71400 -0.07188 2.23375
C -6.08504 -0.08926 2.44067
C -6.94899 0.12615 1.37440
C -6.42978 0.35837 0.10973
C -5.05425 0.38292 -0.09302
C -2.12823 0.58610 -1.11383
C -2.06099 1.86988 -1.64313
C -1.99006 2.06308 -3.01739
C -2.00087 0.97532 -3.87793
C -2.07625 -0.31095 -3.35824
C -2.13448 -0.50238 -1.98614
H -2.00944 2.69096 1.00528
H -2.62810 1.98051 2.48489
H -0.46666 1.07505 3.10416
H -0.27380 2.78985 2.85145
H 2.61354 3.88857 1.80518
H 4.46727 5.29941 1.04837
H 6.65724 4.28461 0.48041
H 6.95990 1.83626 0.70035
H 5.09885 0.42015 1.44182
H 2.08257 -1.78071 3.37271
H 2.50439 -4.03927 2.47209
H 3.32158 -4.31705 0.15455
H 3.76451 -2.32667 -1.23959
H 3.35577 -0.07012 -0.34393
H -4.04568 -0.25867 3.06923
H -6.48078 -0.27923 3.43122
H -8.02070 0.10711 1.52916
H -7.09684 0.52295 -0.72810
H -4.66374 0.56811 -1.08603
H -2.03216 2.73627 -0.99507
H -1.91270 3.06951 -3.41086
H -1.93961 1.12727 -4.94867
H -2.06807 -1.17055 -4.01710
H -2.15277 -1.51144 -1.58937
C 0.61870 1.46148 1.31171
C 0.82670 2.48945 0.24005
C 0.37672 3.80882 0.36430
C 0.56634 4.74664 -0.64399
C 1.22111 4.39857 -1.81437
C 1.67434 3.09257 -1.96178
C 1.47216 2.16153 -0.95911
H -0.13290 4.12057 1.26743
H 0.19764 5.75718 -0.50802
H 1.36855 5.12671 -2.60234
H 2.17427 2.79159 -2.87479
H 1.78625 1.13607 -1.11101
N -1.01362 -7.34863 -1.05425
C -0.38867 -6.35415 -1.83495
O 0.03310 -6.66226 -2.95788
C -0.25848 -5.05234 -1.24930
C 0.29227 -3.97814 -2.01041
C 0.41130 -2.73554 -1.47086
N 0.03152 -2.41646 -0.19375
C -0.50438 -3.43142 0.53938
C -0.66164 -4.70494 0.07799
H -1.29221 -8.12603 -1.63372
H -1.75262 -7.02507 -0.44926
H 0.61492 -4.16504 -3.02554
H 0.82428 -1.91637 -2.04792
H -0.80247 -3.16683 1.54688
H -1.06777 -5.44175 0.75969
```

Values from the calculation:
- HOMO level (alpha / beta): -2.2323 / -4.8723 eV
- Total charge: -1
- 2S+1: 3
- HOMO-LUMO gap (alpha / beta): 4.79 / 7.13 eV
- Largest force on an atom: 0.5 eV/Å